Density functional theory data (the ωB97M-V functional and the def2-TZVPD basis) for a structure of composition C32H37ClHgN2Si2 at a distorted geometry.

Structure (XYZ):
```
75
Properties=species:S:1:pos:R:3:lowdin_charge:R:1
C -2.34 -0.73 4.89 -0.141
C -3.41 -0.45 3.98 -0.185
C -3.46 -1.52 3.03 -0.235
H -4.07 0.41 4.03 0.078
C -2.44 -2.46 3.37 -0.171
C -1.74 -1.96 4.50 -0.146
H -0.89 -2.46 4.98 0.070
H -2.03 -0.08 5.72 0.063
H -4.17 -1.60 2.21 0.008
H -2.21 -3.41 2.85 0.075
Hg -2.86 -0.47 -0.15 0.656
Si -1.51 -0.42 -2.32 0.577
C -1.07 1.10 -3.36 -0.335
C 0.07 1.07 -4.20 -0.156
H 0.69 0.17 -4.25 0.087
C 0.37 2.14 -5.04 -0.086
H 1.29 2.12 -5.65 0.110
C -0.53 3.19 -5.15 -0.089
H -0.36 3.98 -5.89 0.104
C -1.66 3.25 -4.31 -0.080
H -2.36 4.09 -4.41 0.107
C -1.90 2.23 -3.39 -0.114
H -2.75 2.27 -2.71 0.104
C -0.97 -1.73 -3.53 -0.321
C -1.34 -1.47 -4.88 -0.123
H -2.04 -0.65 -5.08 0.108
C -0.79 -2.19 -5.94 -0.079
H -1.09 -1.96 -6.96 0.107
C 0.14 -3.20 -5.66 -0.090
H 0.56 -3.78 -6.47 0.097
C 0.50 -3.51 -4.35 -0.076
H 1.22 -4.31 -4.12 0.109
C -0.10 -2.81 -3.29 -0.091
H 0.12 -3.10 -2.27 0.070
H -3.09 -0.63 -1.92 -0.127
Si 2.65 0.64 -2.19 1.064
C 2.22 -0.69 -0.89 -0.303
C 0.93 -1.23 -0.87 -0.218
H 0.10 -0.68 -1.46 -0.044
C 0.57 -2.33 -0.10 -0.106
H -0.42 -2.81 -0.21 0.112
C 1.45 -2.80 0.88 -0.063
H 1.12 -3.60 1.54 0.115
C 2.70 -2.19 1.00 -0.083
H 3.37 -2.50 1.80 0.104
C 3.08 -1.17 0.12 -0.092
H 4.05 -0.69 0.20 0.095
C 1.75 2.12 -1.56 -0.324
C 0.59 2.00 -0.76 -0.124
H 0.37 1.08 -0.21 0.011
C -0.37 3.02 -0.70 -0.090
H -1.33 2.82 -0.20 0.089
C -0.09 4.27 -1.24 -0.059
H -0.81 5.09 -1.14 0.116
C 1.15 4.47 -1.87 -0.079
H 1.44 5.47 -2.20 0.107
C 2.03 3.41 -2.07 -0.114
H 2.95 3.56 -2.63 0.098
H 3.91 0.78 -2.82 -0.047
Cl -1.35 0.39 1.53 -0.091
N 1.04 -1.56 4.36 -0.008
C 1.75 -1.20 5.56 -0.303
C 1.07 -0.14 6.43 -0.196
C 0.89 1.21 5.72 -0.278
N -0.50 1.45 5.34 -0.018
H 0.57 -0.79 3.89 0.054
H 1.57 -2.08 3.67 0.052
H 1.85 -2.12 6.15 0.105
H 2.77 -0.85 5.29 0.099
H 0.12 -0.52 6.83 0.108
H 1.75 0.03 7.28 0.100
H 1.21 1.98 6.43 0.103
H 1.53 1.26 4.83 0.109
H -0.84 2.35 5.66 0.073
H -0.64 1.43 4.33 0.042
```

Results
Orbital gap (alpha / beta) (eV): 2.862 / 2.534
Energy above the lowest of the compared OMol25 structures with the same formula, charge and spin (kcal per mole): 256.9
HOMO energy (alpha / beta) (eV): -5.61 / -5.59

=====

Density functional theory data (the ωB97M-V functional and the def2-TZVPD basis) for a structure of composition C33H43Cl2N2OP3STi at a distorted geometry.

Structure (XYZ):
```
86
Properties=species:S:1:pos:R:3:lowdin_charge:R:1
P 2.69 -0.02 -1.48 1.082
C 3.37 -0.74 -3.05 -0.395
C 3.81 0.03 -4.15 -0.083
H 3.71 1.11 -4.14 0.102
C 4.40 -0.60 -5.25 -0.066
H 4.75 0.00 -6.08 0.113
C 4.53 -1.99 -5.27 -0.071
H 4.99 -2.48 -6.13 0.111
C 4.07 -2.77 -4.20 -0.077
H 4.17 -3.86 -4.21 0.111
C 3.47 -2.15 -3.10 -0.118
H 3.11 -2.74 -2.25 0.094
C 2.55 1.75 -2.00 -0.404
C 1.36 2.12 -2.68 -0.131
H 0.57 1.37 -2.81 0.089
C 1.22 3.40 -3.20 -0.088
H 0.31 3.67 -3.75 0.107
C 2.24 4.34 -3.03 -0.076
H 2.13 5.35 -3.43 0.111
C 3.41 4.00 -2.33 -0.064
H 4.21 4.73 -2.19 0.115
C 3.56 2.71 -1.82 -0.077
H 4.47 2.45 -1.29 0.106
C 4.26 0.08 -0.51 -0.390
C 5.54 -0.13 -1.05 -0.076
H 5.65 -0.43 -2.10 0.105
C 6.68 0.05 -0.27 -0.062
H 7.67 -0.11 -0.71 0.115
C 6.55 0.43 1.07 -0.072
H 7.44 0.58 1.69 0.111
C 5.28 0.62 1.63 -0.082
H 5.18 0.92 2.68 0.108
C 4.13 0.42 0.86 -0.121
H 3.14 0.54 1.29 0.080
Ti -2.42 -1.43 1.15 0.192
C -2.76 0.54 2.07 -0.225
C -1.99 1.56 1.69 -0.360
H -3.58 0.70 2.79 0.025
C -0.85 1.31 0.71 -0.349
O 0.39 1.67 1.39 -0.021
H 1.15 1.53 0.80 0.080
C -0.83 -0.12 0.30 -0.162
H -0.98 1.96 -0.18 0.156
C -0.40 -1.24 -0.08 0.057
Cl -4.74 -1.40 1.73 0.158
Cl -2.45 -3.54 0.18 0.158
P -3.84 -0.90 -1.06 0.676
C -5.27 -1.97 -1.38 -0.273
H -6.04 -1.80 -0.62 0.024
H -4.96 -3.02 -1.33 0.037
H -5.67 -1.75 -2.38 0.065
C -4.58 0.76 -1.06 -0.250
H -3.80 1.51 -0.95 0.034
H -5.27 0.84 -0.21 0.041
H -5.12 0.92 -2.00 0.064
C -2.90 -1.00 -2.60 -0.247
H -2.48 -2.01 -2.69 0.052
H -2.08 -0.28 -2.58 0.037
H -3.56 -0.79 -3.45 0.062
P -2.17 3.20 2.48 0.890
C -3.82 3.39 3.11 -0.163
C -1.85 4.43 1.22 -0.160
H -4.05 2.62 3.85 0.070
H -4.56 3.35 2.30 0.080
H -3.90 4.38 3.60 0.082
H -0.87 4.25 0.77 0.071
H -1.87 5.42 1.68 0.078
H -2.63 4.37 0.44 0.076
C -0.96 3.36 3.79 -0.152
H -1.23 2.69 4.62 0.080
H -0.95 4.40 4.15 0.078
H 0.02 3.08 3.40 0.063
H 0.40 -1.81 -0.55 0.074
C -4.17 -4.40 3.25 -0.033
N -2.78 -4.70 3.55 -0.100
C -2.34 -5.95 3.96 -0.009
C -1.02 -5.84 4.24 -0.020
N -0.67 -4.53 3.97 0.089
C -1.75 -3.81 3.56 -0.693
S -1.77 -2.13 3.34 0.698
H -4.50 -3.51 3.79 0.081
H -4.30 -4.22 2.18 0.041
H -4.75 -5.27 3.57 0.107
H -3.00 -6.79 4.02 0.139
H -0.31 -6.55 4.61 0.131
H 0.25 -4.10 4.09 0.168
```

Results
Charge: +2
Orbital gap (eV): 4.908
HOMO energy (eV): -12.32

=====

Density functional theory data (the ωB97M-V functional and the def2-TZVPD basis) for a cluster of 3 separate species, C3H9N2O in total at a distorted geometry.

Structure (XYZ):
```
15
Properties=species:S:1:pos:R:3:lowdin_charge:R:1
C 0.27 3.06 -2.11 -0.062
C 0.00 0.31 -0.09 -0.041
C -1.12 -0.90 1.72 0.029
N -0.02 -1.88 -0.12 0.299
N -0.48 -0.89 0.40 -0.248
O 0.38 4.16 -2.25 0.061
H 2.69 2.69 -2.52 0.062
H 0.93 0.32 -0.66 0.114
H -0.73 0.71 -0.83 0.119
H 0.17 1.08 0.64 0.115
H -0.42 -0.71 2.53 0.126
H -1.83 -0.15 1.88 0.091
H -1.67 -1.92 1.94 0.160
H -0.28 -2.76 0.47 0.171
H 2.19 2.14 -2.56 0.005
```

Results
Charge: +1
Orbital gap (eV): 9.650
Energy above the lowest of the compared OMol25 structures with the same formula, charge and spin (kcal per mole): 119.5
HOMO energy (eV): -15.78

=====

Density functional theory data (the ωB97M-V functional and the def2-TZVPD basis) for the molecule C4H7NOS at a distorted geometry.

Structure (XYZ):
```
14
Properties=species:S:1:pos:R:3:lowdin_charge:R:1
C -2.19 0.94 0.02 -0.056
C 0.37 0.47 0.03 -0.816
C 1.29 -0.72 0.09 -0.156
C 2.63 -0.57 -0.02 0.031
H -2.14 1.89 -0.69 0.114
H -2.90 0.17 -0.04 0.035
H -2.37 1.21 1.28 0.166
H -0.74 -1.75 -0.85 0.249
H 0.87 -1.60 0.33 0.037
H 3.22 0.25 -0.40 0.052
H 3.34 -1.32 0.33 0.066
N -0.92 0.21 -0.15 -0.238
O -1.33 -1.22 0.06 -0.130
S 0.88 2.04 0.01 0.645
```

Results
Structure (SMILES): C=CC(=S)N(C)O
Orbital gap (eV): 8.172
Energy above the lowest of the compared OMol25 structures with the same formula, charge and spin (kcal per mole): 119.6
HOMO energy (eV): -8.37